No. 1
15
Properties=species:S:1:pos:R:3:forces:R:3:lowdin_charge:R:1 method="wB97M-V/def2-TZVPD" relative_energy_kcal_mol=6.4 gap_ha=0.3791 total_charge=0 smiles="O=C1NCCCN1" homo_ev=-9.40
O 2.792900 -0.301867 -0.124328 -0.4 0.0 -0.2 0.049
C 1.576645 -0.224420 -0.148369 0.0 0.0 -0.1 -0.567
N 0.715249 -1.228916 0.228417 0.2 0.0 0.0 0.066
C -0.653766 -1.112421 -0.249654 -0.2 0.0 0.1 -0.199
C -1.264029 0.124359 0.407497 -0.1 0.0 0.0 -0.162
C -0.295579 1.313169 0.201260 -0.1 0.0 0.0 -0.175
N 0.847835 0.873760 -0.593997 0.1 -0.2 0.1 0.042
H 1.138931 -2.133759 0.361394 0.0 0.1 0.0 0.140
H -0.663747 -0.981316 -1.339003 0.0 -0.1 0.1 0.119
H -1.206837 -2.022261 -0.009436 0.1 0.1 0.1 0.118
H -1.396595 -0.071853 1.475661 0.0 0.0 -0.1 0.107
H -2.249380 0.337322 -0.016251 0.1 0.0 0.0 0.105
H 0.027822 1.712626 1.174439 0.0 -0.1 -0.2 0.115
H -0.772134 2.138859 -0.333137 0.0 -0.2 0.0 0.113
H 1.402680 1.576716 -1.034486 0.4 0.4 0.1 0.128

---

No. 2
15
Properties=species:S:1:pos:R:3:forces:R:3:lowdin_charge:R:1 method="wB97M-V/def2-TZVPD" relative_energy_kcal_mol=87.3 gap_ha=0.3536 total_charge=0 smiles="C[C@@]1(C(N)=O)CN1" homo_ev=-8.73
C -1.080944 -1.317337 0.397691 -0.4 0.4 0.9 0.000
C -0.329236 -0.194522 -0.250394 0.3 2.3 0.3 -0.250
C -0.873620 0.789748 -1.159861 -0.6 0.2 -1.3 -0.202
N -0.099816 1.552216 -0.242110 -1.6 -0.4 1.7 0.070
C 1.107098 -0.203559 -0.284798 1.7 -3.0 -0.5 -0.613
O 1.553682 -1.014801 -1.059198 1.4 -1.2 -1.8 0.076
N 1.959988 0.366263 0.593702 0.2 0.1 0.8 0.161
H -1.965204 -0.909426 0.863502 -0.5 0.0 0.3 0.077
H -1.435820 -2.092259 -0.298660 0.4 0.6 -0.3 0.101
H -0.514426 -1.847454 1.159078 0.2 0.2 0.1 0.087
H -0.504799 0.874275 -2.160163 0.1 -0.2 -0.7 0.113
H -1.943021 0.935056 -1.108961 -0.4 -0.2 0.0 0.120
H -0.668684 1.827547 0.527752 -0.8 0.9 0.5 0.065
H 1.734150 1.253027 0.987128 0.0 0.3 0.1 0.084
H 2.923719 0.157519 0.392049 0.0 0.0 0.1 0.111

---

No. 3
15
Properties=species:S:1:pos:R:3:forces:R:3:lowdin_charge:R:1 method="wB97M-V/def2-TZVPD" relative_energy_kcal_mol=75.5 gap_ha=0.3761 total_charge=0 homo_ev=-9.27
C -1.586104 0.413322 1.109053 0.1 0.2 0.0 -0.040
C -1.018934 -0.422813 0.004188 0.2 0.2 0.4 -0.297
O -0.795985 0.262301 -1.268559 0.2 0.1 -0.2 0.032
C 0.476986 -0.239542 -1.343403 0.5 0.2 -0.4 -0.466
N 1.449831 0.011326 -2.090677 -0.5 -0.1 -0.3 0.150
C 0.510884 -0.750476 0.078669 0.4 0.3 0.1 -0.157
N 1.534622 0.354923 0.462711 -0.3 -0.8 0.5 0.038
H -0.824590 1.139868 1.389656 -0.2 0.2 0.2 0.077
H -1.797784 -0.241351 1.963927 0.1 0.2 -0.1 0.090
H -2.510271 0.921971 0.823066 0.1 -0.1 0.0 0.086
H -1.691601 -1.273059 -0.229094 0.8 0.1 0.3 0.151
H 1.271875 0.856422 -2.623641 -0.2 -0.3 -0.7 0.068
H 0.760008 -1.790247 0.342545 0.2 0.5 -0.1 0.135
H 2.378646 -0.014168 0.038299 -0.1 0.4 -0.3 0.061
H 1.842419 0.771522 1.343263 -1.2 -1.0 0.5 0.073

---

No. 4
15
Properties=species:S:1:pos:R:3:forces:R:3:lowdin_charge:R:1 method="wB97M-V/def2-TZVPD" relative_energy_kcal_mol=172.9 gap_ha="0.3480 / 0.2718" total_charge=0 homo_ev="-8.76 / -7.89"
C -0.718456 1.938320 -0.381608 -2.0 -3.7 0.0 0.164
C 0.629481 1.342363 -0.207652 -1.5 0.4 -0.4 -0.271
C 0.502069 0.109996 0.691087 -1.1 1.3 0.5 -0.165
C -0.783656 -0.680654 0.421802 0.0 -2.5 2.3 -0.344
N -1.811289 0.314659 -0.067355 4.6 3.8 -0.7 -0.172
N -0.595859 -1.727525 -0.612498 -3.4 1.8 0.9 0.057
O -3.014736 0.316879 -0.099318 -1.1 -0.9 0.4 -0.012
H -1.105147 2.354722 -1.320482 0.1 0.1 0.5 0.060
H 1.081271 1.062319 -1.147844 0.0 -0.2 -0.7 0.104
H 1.300923 2.073743 0.182813 0.6 0.5 0.7 0.099
H 1.392887 -0.374897 0.449059 1.2 -1.8 0.0 0.085
H 0.565245 0.421264 1.729281 -0.2 0.0 0.2 0.112
H -1.115740 -1.326191 1.406436 0.4 2.2 -2.0 0.179
H 0.314247 -2.027012 -0.747538 2.0 -0.2 -0.6 0.036
H -1.087341 -1.280832 -1.370198 0.6 -0.8 -1.1 0.068

---

No. 5
15
Properties=species:S:1:pos:R:3:forces:R:3:lowdin_charge:R:1 method="wB97M-V/def2-TZVPD" relative_energy_kcal_mol=90.6 gap_ha=0.3134 total_charge=0 homo_ev=-9.00
C 1.084585 0.049260 -1.829765 0.0 -0.1 -0.1 -0.025
N 0.642331 0.115516 -0.449141 -0.3 0.0 0.1 -0.009
C -0.347260 -0.537588 0.037507 0.3 -0.1 -0.1 -0.075
C -0.775360 -0.441210 1.470570 -0.1 0.3 -0.1 -0.246
O -0.366478 -1.666569 2.050573 0.2 -0.1 0.2 -0.040
C -1.556935 1.803906 -0.169226 0.9 0.8 0.4 -0.325
N -0.641506 2.428809 0.230918 -0.9 -0.6 -0.4 -0.161
H 0.630153 0.892593 -2.356743 0.1 -0.1 0.0 0.100
H 2.172705 0.119846 -1.870009 -0.2 0.0 0.0 0.095
H 0.756866 -0.890222 -2.275337 0.0 0.1 0.0 0.095
H 0.799836 1.020348 0.021509 0.0 -0.1 0.0 0.109
H -0.768684 -1.348605 -0.552350 0.1 0.0 0.0 0.153
H -1.862103 -0.370252 1.520737 0.1 0.0 0.0 0.119
H -0.351382 0.444134 1.949745 -0.1 -0.1 0.0 0.112
H 0.583231 -1.619968 2.221012 -0.2 -0.1 0.0 0.099

---

No. 6
15
Properties=species:S:1:pos:R:3:forces:R:3:lowdin_charge:R:1 method="wB97M-V/def2-TZVPD" relative_energy_kcal_mol=142.9 gap_ha=0.3618 total_charge=0 smiles="O=NN1CCCC1" homo_ev=-9.31
C -0.208625 1.131773 -0.669951 -0.9 0.9 0.6 -0.178
C 0.497789 1.085842 0.692627 -0.9 -1.1 -0.7 -0.228
C 1.273113 -0.254816 0.543177 0.0 -0.3 -0.2 -0.162
C -0.043072 -1.100383 0.346086 -0.3 -3.4 0.9 -0.223
H 0.372804 1.496123 -1.611140 -1.1 -0.5 1.8 0.145
H -1.133113 1.725163 -0.363090 0.9 -0.5 -1.7 0.130
H -0.433923 0.880769 1.350305 2.0 0.6 -0.3 0.124
H 0.955961 1.998359 0.988230 0.7 0.6 0.2 0.092
H 1.984653 -0.439160 1.486264 -1.5 -0.2 -2.6 0.140
H 1.688689 -0.372238 -0.695721 -0.2 0.5 4.2 0.194
H 0.119901 -2.331706 0.059735 -0.5 3.9 0.7 0.173
H -0.943491 -1.033838 1.209851 2.8 -0.5 -1.8 0.170
N -1.709455 -0.607225 -1.353245 1.5 -4.6 0.6 -0.001
N -0.574396 -0.301400 -0.746670 -1.2 1.5 -1.0 -0.245
O -1.846837 -1.877262 -1.236457 -1.4 3.1 -0.7 -0.131

---

No. 7
15
Properties=species:S:1:pos:R:3:forces:R:3:lowdin_charge:R:1 method="wB97M-V/def2-TZVPD" relative_energy_kcal_mol=61.7 gap_ha=0.3728 total_charge=0 smiles=N#C[C@@H](N)CCO homo_ev=-9.93
N -2.094443 -0.798217 0.003880 -0.1 -0.2 -0.1 0.052
C -0.820474 -0.124327 0.158344 0.5 -0.4 0.5 -0.432
C 0.308154 -0.626051 -0.725463 0.0 -0.1 -0.1 -0.144
C 1.594793 0.191174 -0.573981 -0.1 -0.1 -0.3 -0.270
O 2.051227 0.245639 0.764441 -0.1 0.2 0.2 -0.065
C -0.915148 1.344953 0.268765 0.6 0.3 1.4 -0.149
N -0.613022 2.066673 1.118728 -0.5 1.7 -0.9 0.166
H -2.142592 -1.514733 0.720169 -0.2 0.0 -0.2 0.082
H -2.874310 -0.166185 0.154937 0.2 -0.1 0.0 0.076
H -0.434547 -0.179788 1.188983 -0.2 -1.2 -0.3 0.136
H -0.000521 -0.662980 -1.774158 0.0 0.0 0.1 0.121
H 0.502663 -1.649176 -0.379851 0.0 0.1 -0.2 0.125
H 1.462311 1.202699 -0.990105 0.0 -0.2 0.1 0.118
H 2.388619 -0.295385 -1.146632 -0.1 0.1 0.0 0.118
H 1.587290 0.965705 1.211938 0.1 -0.1 0.0 0.066

---

No. 8
15
Properties=species:S:1:pos:R:3:forces:R:3:lowdin_charge:R:1 method="wB97M-V/def2-TZVPD" relative_energy_kcal_mol=164.0 gap_ha="0.3030 / 0.3015" total_charge=0 homo_ev="-8.52 / -8.58"
C 2.522112 0.048151 0.130316 2.5 -2.3 1.4 -0.448
C 0.335029 -0.762604 0.320911 -0.5 -3.4 -1.4 -0.255
C -1.182492 0.726072 -0.689897 0.6 0.9 -0.2 -0.228
C -2.431505 0.212747 -0.178223 0.2 -1.6 2.7 -0.068
N 2.082281 1.291372 -0.061066 -0.2 0.7 0.4 0.188
N -0.012902 0.301717 -0.559739 0.6 -0.7 -0.3 0.041
O 1.714701 -1.159601 0.179701 -2.0 1.5 0.1 -0.136
H 3.277666 -0.343108 -0.524243 0.8 0.4 -1.6 0.106
H 3.298109 -0.008142 1.025594 -1.6 0.7 -0.5 0.169
H 0.205985 -0.386697 1.290429 -0.4 0.4 1.8 0.106
H -0.291760 -1.799526 0.194130 1.4 2.5 0.2 0.175
H -1.283111 1.671251 -1.180976 0.1 0.6 -0.8 0.110
H -2.370400 -0.867044 0.004909 -0.2 0.0 -0.4 0.077
H -3.227914 0.479098 -0.796853 -1.4 0.2 -0.9 0.056
H -2.635792 0.596307 0.845001 0.1 0.2 -0.5 0.107